Entry 1:
The following is a quantum chemistry calculation of 2 unconnected molecules or ions with the total composition C9H9N3O2 at a distorted geometry, from the OMol25 dataset.

SMILES = O=c1cc[nH]c(=O)[nH]1.c1ccncc1
Frontier orbital gap = 0.339 Ha

The geometry in XYZ format:
```
23
Properties=species:S:1:pos:R:3:mulliken_charge:R:1
O 1.45 -0.62 1.03 -0.570
C 0.78 0.39 1.19 0.643
C -0.31 0.56 2.17 -0.942
C -0.93 1.74 2.28 -0.054
N -0.63 2.83 1.44 -0.075
C 0.42 2.81 0.55 0.206
O 0.72 3.77 -0.09 -0.592
N 1.08 1.54 0.45 -0.137
H -0.50 -0.25 2.81 0.494
H -1.75 1.93 3.00 0.372
H -1.10 3.74 1.57 0.258
H 1.84 1.44 -0.23 0.377
C 0.79 -1.35 -2.11 -0.563
C 0.26 -0.67 -1.01 0.092
C -0.79 -1.27 -0.31 0.039
N -1.29 -2.43 -0.61 -0.613
C -0.73 -3.10 -1.63 -0.233
C 0.30 -2.62 -2.44 -0.463
H 1.48 -0.84 -2.77 0.368
H 0.63 0.30 -0.67 0.354
H -1.22 -0.64 0.50 0.315
H -1.16 -4.10 -1.82 0.324
H 0.65 -3.15 -3.30 0.402
```

Entry 2:
The following is a quantum chemistry calculation of a molecular structure, C19H19BrF4N2O2Pd, from the OMol25 dataset.

Frontier orbital gap = 0.268 Ha

The geometry in XYZ format:
```
48
Properties=species:S:1:pos:R:3:mulliken_charge:R:1
Pd -0.57 -0.76 -0.10 0.482
C -1.90 3.32 1.00 -1.287
C -1.05 2.11 0.64 -0.548
N -1.79 0.82 0.53 0.188
C -2.51 0.47 1.77 -0.641
C -1.62 0.45 3.00 -1.378
C -2.73 0.82 -0.62 -1.053
C -1.95 1.00 -1.92 -0.728
N -0.65 0.37 -1.76 -0.082
C 0.19 0.20 -2.82 -0.146
C 1.43 -0.45 -2.66 0.264
F 1.78 -0.89 -1.43 -0.317
C 2.32 -0.63 -3.69 0.158
F 3.47 -1.27 -3.43 -0.313
C 2.07 -0.17 -4.96 -0.540
C 0.88 0.50 -5.15 0.054
F 0.57 0.99 -6.36 -0.315
C -0.03 0.69 -4.12 0.746
F -1.15 1.39 -4.42 -0.327
H -1.27 4.20 1.01 0.434
H -2.35 3.23 1.99 0.282
H -2.70 3.49 0.28 0.288
H -0.27 1.96 1.39 0.512
H -0.54 2.27 -0.31 0.399
H -2.95 -0.51 1.61 0.389
H -3.33 1.18 1.90 0.549
H -0.72 -0.14 2.80 0.296
H -2.15 -0.03 3.82 0.393
H -1.33 1.44 3.33 0.348
H -3.49 1.59 -0.50 0.419
H -3.23 -0.15 -0.61 0.411
H -1.84 2.07 -2.12 0.457
H -2.54 0.58 -2.74 0.534
H 2.77 -0.32 -5.77 0.492
Br -0.86 -8.92 2.54 -0.184
C -0.74 -7.13 1.94 0.130
C -0.36 -6.88 0.63 -0.519
C -0.28 -5.57 0.20 -0.308
C -0.58 -4.52 1.06 0.073
C -0.97 -4.79 2.37 -0.319
C -1.05 -6.10 2.82 -0.575
C -0.49 -3.12 0.59 1.260
O -0.25 -2.86 -0.62 -0.860
O -0.66 -2.16 1.41 -0.763
H -0.12 -7.70 -0.03 0.417
H 0.02 -5.34 -0.82 0.426
H -1.19 -3.97 3.04 0.393
H -1.35 -6.32 3.83 0.412
```

Entry 3:
The following is a quantum chemistry calculation of a molecular structure, C3H4O2S at a distorted geometry, from the OMol25 dataset.

Frontier orbital gap = 0.348 Ha

The geometry in XYZ format:
```
10
Properties=species:S:1:pos:R:3:mulliken_charge:R:1
C -0.22 0.45 0.40 0.397
C -0.84 -0.81 -0.14 -0.390
C 1.09 -0.23 0.01 0.073
H 0.42 1.86 -0.69 0.325
H -0.29 0.54 1.50 0.218
H -1.39 -1.40 0.63 0.199
H -1.41 -0.84 -1.04 0.282
O -0.48 1.66 -0.32 -0.491
O 0.45 -1.38 -0.28 -0.322
S 2.66 0.15 -0.08 -0.291
```

Energy relative to the best compared isomer or geometry (same formula, charge and spin) values (in eV) by entry order: 2.320, 0.000, 1.721.